Formula: C5H8N3
Source: OMol25
Level of theory: ωB97M-V with the def2-TZVPD basis set

XYZ file:
```
16
Properties=species:S:1:pos:R:3:forces:R:3
C 1.17531 -1.57232 -0.07215 3.29 -0.16 0.90
N -0.01424 -0.72967 0.08707 2.30 1.44 -0.63
N -1.11302 -1.41702 -0.06046 -1.87 -0.09 0.58
C -2.22408 -0.76243 -0.00361 -1.00 1.52 -0.40
C -2.30142 0.71531 0.02001 -0.38 -0.14 -0.40
C -1.13307 1.43522 -0.10966 -0.46 -1.68 1.62
C 0.07727 0.64992 0.10359 -1.52 -0.45 -1.72
N 1.22820 1.29869 0.05846 3.23 -4.81 2.35
H 2.07808 -0.91044 -0.37999 -1.55 -1.18 0.76
H 1.44004 -2.16788 0.88736 -0.57 1.34 -1.41
H 1.16339 -2.33685 -0.87253 -1.00 0.68 0.30
H -3.14485 -1.34121 -0.11344 0.40 0.15 0.17
H -3.32382 1.22080 0.06164 1.63 -0.83 -0.17
H -1.07529 2.53191 -0.10049 -0.06 -0.62 -0.17
H 1.22577 2.19384 -0.23892 0.15 3.47 -0.81
H 2.16993 0.84796 0.37432 -2.59 1.37 -0.97
```
Positions in Å, forces in eV/Å.

Computed properties:
SMILES   Cn1ncccc1=[NH2+]
Total energy   -359.29992 Eh
Charge   +1
Relative energy (zero: lowest compared OMol25 entry of this formula, charge and spin)   34.4 kcal per mole
HOMO-LUMO gap   9.587 eV



Formula: C5H8N3
Source: OMol25
Level of theory: ωB97M-V with the def2-TZVPD basis set

XYZ file:
```
16
Properties=species:S:1:pos:R:3:forces:R:3
C 0.05117 -2.41918 0.26572 -1.58 -2.07 0.37
C -1.81128 2.93418 1.06718 -2.51 1.00 -1.97
C 2.36054 -1.07151 -1.51360 0.72 -0.89 -0.24
C -0.66195 1.06635 -0.04210 1.41 0.26 -1.77
C 0.07011 -1.12700 0.23416 3.98 -1.04 -3.65
N -1.45430 2.03095 0.27485 -0.48 -1.03 0.51
N 1.58222 -0.20165 -1.07052 -1.15 -1.25 2.06
N -0.53325 -0.05552 0.69600 -1.90 3.58 -0.02
H -0.85009 -2.98563 0.69361 1.38 0.95 -0.29
H 0.77311 -3.12379 -0.21605 -0.36 1.11 0.33
H -1.02574 3.40743 1.59797 0.31 0.63 1.20
H -2.91645 3.37719 0.95007 2.60 -1.01 0.60
H 3.41252 -0.82797 -1.87966 -1.49 0.19 0.07
H 2.14488 -2.17540 -1.57775 0.04 0.76 0.45
H -0.04569 1.15170 -1.00480 -0.99 -0.34 1.51
H -1.09579 0.01986 1.52494 0.02 -0.87 0.84
```
Positions in Å, forces in eV/Å.

Computed properties:
Total energy   -359.12674 Eh
Charge   +1
Relative energy (zero: lowest compared OMol25 entry of this formula, charge and spin)   143.1 kcal per mole
HOMO-LUMO gap (alpha / beta)   7.829 / 7.779 eV



Formula: C5H8N3
Source: OMol25
Level of theory: ωB97M-V with the def2-TZVPD basis set

XYZ file:
```
16
Properties=species:S:1:pos:R:3:forces:R:3
C 1.83507 1.16663 -0.36694 -0.86 -4.96 -2.21
C 0.57897 0.91559 0.50792 2.70 -1.04 -1.90
C -0.68953 1.23069 0.29482 -4.10 0.13 -0.45
N -1.88333 1.09988 0.10188 3.55 1.40 0.76
C -2.39370 -0.22274 -0.23401 -2.10 1.19 -3.03
N -1.33799 -1.15375 -0.19964 -1.78 0.24 -0.58
C -0.16046 -1.02023 0.02056 -1.22 1.24 0.78
N 0.80551 -1.85227 0.23791 1.55 1.01 0.12
H 1.62433 1.07346 -1.49403 0.28 -0.31 1.68
H 2.12252 2.11583 -0.28480 1.41 3.89 0.87
H 2.72441 0.43757 -0.05377 -2.07 1.63 -0.68
H 1.00443 0.80044 1.45531 -0.53 -0.13 2.08
H -3.28479 -0.34757 0.36656 0.39 -0.88 0.87
H -2.97664 -0.00148 -1.26424 1.93 -1.09 1.65
H 1.56668 -1.45826 0.79366 -0.04 -1.36 -0.41
H 0.46451 -2.78379 0.11881 0.89 -0.97 0.46
```
Positions in Å, forces in eV/Å.

Computed properties:
SMILES   CC=C=NCN=C=[NH2+]
Total energy   -359.20122 Eh
Charge   +1
Relative energy (zero: lowest compared OMol25 entry of this formula, charge and spin)   96.4 kcal per mole
HOMO-LUMO gap   10.193 eV



Formula: C5H8N3O
Source: OMol25
Level of theory: ωB97M-V with the def2-TZVPD basis set

XYZ file:
```
17
Properties=species:S:1:pos:R:3:forces:R:3
C 0.65695 -0.93787 -1.80939 4.28 -1.20 -1.22
C 1.99175 -1.01151 -1.40903 1.63 -0.75 -0.42
C -0.33539 -0.31670 -1.17376 -3.27 0.09 -2.12
C -2.54302 -0.15215 1.65698 2.13 2.63 -1.31
C -0.96908 0.80364 0.91184 -3.12 -2.92 0.62
N -0.38030 0.38473 -0.10673 1.65 0.17 0.28
N -0.86670 1.96348 1.46488 -3.14 -0.15 3.79
N 2.52507 -0.68865 -0.24671 0.93 0.34 1.75
O -3.41373 0.62639 1.75683 -0.19 -0.68 0.44
H 0.57937 -1.28412 -2.83973 -0.72 0.11 0.41
H 2.78320 -1.38944 -2.12663 -1.32 0.17 0.76
H -1.16986 -0.39915 -1.92121 -0.40 0.78 1.39
H -2.51508 -1.23121 1.82442 0.13 -0.17 -0.08
H -1.54829 2.08987 2.29201 1.74 0.20 -1.89
H -0.27241 2.69243 1.22582 1.17 1.39 -0.75
H 1.96539 -0.15646 0.45361 0.68 -0.94 -0.75
H 3.51212 -0.99330 0.04680 -2.19 0.93 -0.93
```
Positions in Å, forces in eV/Å.

Computed properties:
Total energy   -434.48867 Eh
Charge   +1
Relative energy (zero: lowest compared OMol25 entry of this formula, charge and spin)   67.4 kcal per mole
HOMO-LUMO gap (alpha / beta)   8.173 / 8.174 eV



Formula: C5H8N3O2
Source: OMol25
Level of theory: ωB97M-V with the def2-TZVPD basis set

XYZ file:
```
18
Properties=species:S:1:pos:R:3:forces:R:3
C 0.71345 2.12736 1.57329 0.18 -1.34 -1.71
C -0.32146 2.60162 0.73092 1.62 -3.79 0.44
C -1.50455 -0.71569 -0.78831 0.91 2.58 -0.11
C 0.87553 0.80411 1.16866 -2.05 0.25 -1.66
C -1.21116 -2.44748 -2.29277 2.64 -0.25 -0.46
N -0.78312 1.62074 -0.01826 0.10 -1.04 0.50
N -0.13280 0.43909 0.25861 0.46 2.19 0.43
N 1.94944 -0.17790 1.47917 -0.46 2.07 3.19
O -2.39771 0.02032 -0.85276 0.98 -2.70 -0.01
O -0.72161 -1.62550 -1.20266 -0.74 0.96 1.63
H 1.40007 2.69027 2.11813 0.80 0.80 1.03
H -0.61626 3.53768 0.49977 -1.03 2.98 -0.13
H -1.98921 -1.93590 -2.73119 -1.87 0.70 -1.19
H -1.43443 -3.39280 -1.88450 -0.47 -1.05 0.24
H -0.31703 -2.47749 -2.94279 -0.76 -0.26 0.09
H 1.87043 -0.95353 0.84281 0.21 -0.62 -0.02
H 1.70628 -0.36628 2.49898 0.69 -0.91 -1.52
H 2.91413 0.25135 1.54290 -1.22 -0.57 -0.73
```
Positions in Å, forces in eV/Å.

Computed properties:
Total energy   -509.67983 Eh
Charge   +1
Relative energy (zero: lowest compared OMol25 entry of this formula, charge and spin)   95.2 kcal per mole
HOMO-LUMO gap   9.062 eV



Formula: C5H8N3O3
Source: OMol25
Level of theory: ωB97M-V with the def2-TZVPD basis set

XYZ file:
```
19
Properties=species:S:1:pos:R:3:forces:R:3
H 1.18068 -2.38019 -1.16258 0.39 0.03 0.59
N 0.73736 -1.45867 -1.20653 -0.81 0.57 -0.41
N 0.98831 -0.68037 -0.28880 0.28 -0.55 -0.61
C 1.83294 -0.97815 0.84267 0.80 -0.80 1.21
C 0.32217 0.57362 -0.22256 -0.30 1.20 -0.17
C 1.02285 1.74468 -0.25004 -0.71 -0.66 -0.13
O 2.29199 1.96397 -0.45773 0.88 0.04 0.07
C -1.12191 0.61978 -0.08902 -0.67 -0.33 0.10
C -2.02495 -0.35524 -0.19043 1.12 0.00 -0.21
N -3.41311 -0.05357 0.12593 0.55 0.05 -0.06
O -3.63322 1.00864 0.64962 -0.46 0.62 0.27
O -4.21177 -0.90448 -0.15801 -0.52 -0.48 -0.13
H 2.34845 -0.09645 1.21961 -0.08 0.09 -0.26
H 1.18605 -1.31521 1.66211 -0.05 0.07 -0.18
H 2.54263 -1.77427 0.61438 -0.08 0.08 -0.14
H 0.46660 2.67304 -0.16276 -0.01 -0.11 0.05
H 2.86738 1.19559 -0.60283 -0.28 0.11 -0.05
H -1.51686 1.59192 0.19286 0.06 -0.02 0.01
H -1.86558 -1.37465 -0.51587 -0.10 0.09 0.04
```
Positions in Å, forces in eV/Å.

Computed properties:
SMILES   [H]/N=[N+](C)/C(=C\O)/C=C/[N+](=O)[O-]
Total energy   -584.83697 Eh
Charge   +1
Relative energy (zero: lowest compared OMol25 entry of this formula, charge and spin)   157.0 kcal per mole
HOMO-LUMO gap (alpha / beta)   7.152 / 7.152 eV



Formula: C5H8N3O4P
Source: OMol25
Level of theory: ωB97M-V with the def2-TZVPD basis set

XYZ file:
```
21
Properties=species:S:1:pos:R:3:forces:R:3
C -2.09657 -0.35809 -1.09334 1.91 -0.52 -0.73
C -3.62341 0.80606 -0.10673 1.89 -1.68 0.55
C 0.13962 -1.68702 0.37654 -2.10 -0.21 -3.43
C 1.33119 1.22044 -0.43810 -1.13 -0.16 -0.16
C -0.48109 -0.39429 0.73637 1.48 1.22 1.42
N -3.27815 0.16082 -1.30134 0.22 -1.11 -1.51
N -2.58546 0.75027 0.72352 1.45 1.26 2.42
N -1.58269 0.06517 0.13105 -2.16 -1.31 -2.11
O 3.13127 0.48170 1.42053 -2.49 -2.09 0.20
O 3.48320 -0.56888 -0.82550 -1.13 -0.64 -0.31
O -4.72492 1.13928 0.27960 -2.63 1.33 -0.38
O 3.93912 1.88937 -0.52511 -0.49 0.46 0.25
P 3.03951 0.72671 -0.21913 2.10 0.40 -0.49
H -1.39867 -1.05605 -1.75498 -2.06 1.86 1.18
H 0.06574 -1.86743 -0.79238 0.23 0.32 2.33
H 1.17072 -1.60463 0.52762 1.57 -0.66 0.67
H -0.44704 -2.50830 0.82992 0.71 -0.05 0.13
H 1.08909 2.13180 0.14626 -0.04 -0.67 -0.51
H 0.76859 1.09555 -1.41167 0.81 0.11 1.26
H -0.40622 -0.10791 1.81274 -0.10 0.00 -1.09
H 2.46617 -0.31458 1.48414 1.97 2.14 0.31
```
Positions in Å, forces in eV/Å.

Computed properties:
Total energy   -1001.89652 Eh
Charge   -2
Relative energy (zero: lowest compared OMol25 entry of this formula, charge and spin)   71.4 kcal per mole
HOMO-LUMO gap (alpha / beta)   6.720 / 6.021 eV